Below is a molecular structure, C11H24Cl2NOP2SW, with properties calculated with ωB97M-V/def2-TZVPD.

XYZ file:
```
43
Properties=species:S:1:pos:R:3:mulliken_spin:R:1
C -0.8231 2.9186 -3.6936 0.000
C -0.7686 2.7544 -2.2111 -0.001
H 0.1769 3.1598 -4.0333 0.000
H -1.5159 3.7186 -3.9517 0.000
H -1.1606 2.0064 -4.1952 0.000
O 0.2945 2.7525 -1.5811 -0.001
Cl -2.2641 2.6756 -1.4776 0.001
W 0.1306 -1.0029 1.0113 1.881
P 0.2817 1.2497 1.8937 -0.045
C 2.0618 1.5075 2.2837 0.028
C -0.1449 3.0006 1.5974 0.007
H 0.2330 3.5816 2.4566 -0.002
H -0.2203 1.9549 4.1253 0.001
H -1.2275 3.1449 1.5207 0.001
H -1.5331 0.9275 3.4721 0.000
H 2.6330 1.6298 1.3534 0.002
H 0.3171 3.3572 0.6691 0.001
C -0.4457 1.0383 3.5582 0.011
H 2.1331 2.4283 2.8833 0.002
H -0.0459 0.1730 4.0983 -0.001
H 2.5046 0.6796 2.8510 -0.002
P -0.4663 -1.9161 -1.1833 -0.036
C 0.8357 -2.9865 -1.9252 0.017
C -1.8272 -3.0846 -0.8281 0.024
H -1.8640 -0.2763 -2.2805 0.000
H -1.3527 -1.5766 -3.4065 -0.001
H -0.1937 -0.2967 -2.9405 0.001
C -1.0263 -0.9211 -2.5825 -0.006
H -2.7064 -2.5057 -0.5250 0.001
H -2.0742 -3.6689 -1.7265 0.000
H 0.3928 -3.6059 -2.7219 0.001
H 1.2912 -3.6517 -1.1796 0.000
H -1.5638 -3.7781 -0.0205 -0.002
H 1.6207 -2.3524 -2.3564 0.002
Cl -0.8316 -2.4999 2.4188 0.026
S 4.3132 -1.2013 -0.5552 0.036
C 4.1106 -2.0559 0.9533 -0.013
C 2.8647 -1.9267 1.5095 0.042
N 2.0655 -1.1177 0.6709 -0.081
C 2.7127 -0.6332 -0.4407 0.101
H 4.9235 -2.6421 1.3722 0.000
H 2.4663 -2.3333 2.4384 0.005
H 2.2775 0.1386 -1.0870 -0.001
```

HOMO energy (alpha / beta) = -0.6931 / -0.6931 Eh
Charge = +3
Multiplicity = 3

=====

Below is C26H29N5O2S in the gas phase, with properties calculated with ωB97M-V/def2-TZVPD.

XYZ file:
```
63
Properties=species:S:1:pos:R:3:lowdin_charge:R:1
C 1.3314 3.5068 -3.0283 -0.031
C 2.1280 2.3257 -2.4687 -0.576
C 3.0644 2.7964 -1.3537 -0.019
C 2.9258 1.6362 -3.5728 -0.039
N 1.1886 1.3275 -1.9443 0.141
C 0.3454 1.5215 -0.9233 -0.428
O 0.2413 2.5534 -0.2909 0.065
C -0.5656 0.2940 -0.6544 -0.143
C -1.8471 0.5016 -1.4187 -0.290
C -2.5102 1.7462 -1.5903 -0.144
C -3.6300 1.6408 -2.3458 -0.392
S -3.9082 0.0288 -2.8763 1.003
C -2.4907 -0.5072 -2.0711 -0.377
N -0.7693 0.0983 0.7727 0.024
C -1.5899 1.0550 1.5011 -0.107
C -3.0605 0.6115 1.5947 -0.101
C -3.1594 -0.7667 2.1813 -0.238
C -3.2031 -0.9539 3.5561 -0.043
C -3.2241 -2.2279 4.0921 -0.080
C -3.1992 -3.3337 3.2595 -0.094
C -3.1614 -3.1578 1.8878 -0.085
C -3.1428 -1.8816 1.3539 -0.050
C -0.1426 -0.8430 1.5066 -0.428
O -0.1769 -0.8718 2.7217 0.070
C 0.6425 -1.9459 0.7671 -0.017
N 1.8629 -1.4679 0.1895 -0.064
N 2.0746 -1.4499 -1.1312 0.040
N 3.2333 -0.9925 -1.3947 0.074
C 3.8556 -0.6767 -0.2264 -0.235
C 5.1157 -0.1415 0.0493 -0.026
C 5.4228 0.0762 1.3699 -0.083
C 4.5209 -0.2199 2.4057 -0.071
C 3.2765 -0.7511 2.1623 0.007
C 2.9590 -0.9773 0.8279 -0.146
H 0.6416 3.1674 -3.7983 0.085
H 0.7626 3.9777 -2.2317 0.076
H 2.0054 4.2413 -3.4594 0.084
H 3.7552 3.5410 -1.7391 0.087
H 3.6358 1.9585 -0.9613 0.063
H 2.4885 3.2368 -0.5450 0.078
H 3.4242 0.7530 -3.1772 0.059
H 2.2699 1.3348 -4.3870 0.086
H 3.6764 2.3140 -3.9693 0.087
H 1.2556 0.4114 -2.3620 0.119
H -0.0856 -0.5941 -1.0670 0.112
H -2.1543 2.6707 -1.1747 0.116
H -4.3158 2.4134 -2.6297 0.064
H -2.2087 -1.5401 -2.1337 0.076
H -1.1757 1.1224 2.5098 0.132
H -1.5063 2.0260 1.0171 0.110
H -3.5817 1.3321 2.2269 0.122
H -3.5178 0.6285 0.6048 0.103
H -3.2114 -0.0940 4.2100 0.117
H -3.2535 -2.3600 5.1637 0.102
H -3.2091 -4.3294 3.6783 0.098
H -3.1448 -4.0168 1.2315 0.100
H -3.1187 -1.7464 0.2811 0.095
H 0.0425 -2.4077 -0.0197 0.132
H 0.8750 -2.7014 1.5252 0.143
H 5.8043 0.0861 -0.7483 0.114
H 6.3853 0.4912 1.6290 0.103
H 4.8195 -0.0194 3.4236 0.106
H 2.5741 -0.9693 2.9508 0.111
```

HOMO energy = -0.3211 Eh
SMILES = CC(C)(C)NC(=O)[C@H](c1ccsc1)N(CCc1ccccc1)C(=O)Cn1nnc2ccccc21
Energy above the lowest of the compared OMol25 structures with the same formula, charge and spin = 126.6 kJ/mol

=====

Below is a molecular structure, C3H6OS2, with properties calculated with ωB97M-V/def2-TZVPD.

XYZ file:
```
12
Properties=species:S:1:pos:R:3:lowdin_charge:R:1
C -0.8575 0.3943 -0.1488 -0.944
C 0.2016 1.4876 -0.2002 -0.151
C 1.2000 -1.3685 0.2617 -0.355
O -3.1835 -0.5101 -0.0591 -0.658
S -2.4584 0.7974 -0.0942 0.864
S -0.5904 -1.2943 -0.1086 0.895
H 0.8527 1.2661 -0.9986 0.050
H -0.3877 2.4056 -0.1567 0.062
H 0.9405 1.4981 0.7068 0.116
H 1.3694 -2.5103 0.1896 0.066
H 1.1968 -1.1387 1.2617 0.000
H 1.7164 -1.0271 -0.6535 0.053
```

HOMO energy = -0.3006 Eh
Energy above the lowest of the compared OMol25 structures with the same formula, charge and spin = 210.2 kJ/mol

=====

Below is a molecular structure, C33H18ClF4N6PPd, with properties calculated with ωB97M-V/def2-TZVPD.

XYZ file:
```
64
Properties=species:S:1:pos:R:3:mulliken_spin:R:1
Pd -1.6536 -0.2150 -0.9633 0.013
Cl -3.9950 -0.3724 -1.1198 0.000
C -4.4538 -1.6410 0.0399 0.000
C -5.7596 -2.0803 0.0173 0.000
C -6.1054 -3.0965 0.9000 0.000
C -5.1599 -3.6419 1.7586 0.000
C -3.8574 -3.1717 1.7564 0.000
C -3.4857 -2.1433 0.8894 -0.002
P -1.8284 -1.4378 0.9140 -0.006
C -0.6186 -2.7419 1.0887 0.001
C -0.1784 -3.1298 2.3558 0.000
C 0.7136 -4.1838 2.4758 0.000
C 1.1633 -4.8471 1.3425 0.000
C 0.7187 -4.4672 0.0813 0.001
C -0.1729 -3.4170 -0.0489 -0.001
C -1.7351 -0.3027 2.2965 0.005
C -0.4857 0.1368 2.7440 -0.003
C -0.4112 1.0659 3.7661 -0.001
C -1.5751 1.5663 4.3381 0.000
C -2.8173 1.1358 3.8924 0.000
C -2.9026 0.2035 2.8706 -0.001
H -6.4824 -1.6615 -0.6698 0.000
H -7.1205 -3.4703 0.9032 0.000
H -5.4396 -4.4414 2.4311 0.000
H -3.1226 -3.6038 2.4250 0.000
H -0.5225 -2.6124 3.2428 0.000
H 1.0593 -4.4851 3.4556 0.000
H 1.8645 -5.6653 1.4408 0.000
H 1.0688 -4.9898 -0.7988 0.000
H -0.5191 -3.1255 -1.0338 0.000
H 0.4244 -0.2698 2.3164 0.002
H 0.5541 1.3930 4.1287 0.000
H -1.5118 2.2891 5.1409 0.000
H -3.7210 1.5180 4.3476 0.000
H -3.8747 -0.1389 2.5384 0.000
F 1.5886 2.4379 -1.5441 0.006
C 2.9184 2.4593 -1.4354 0.060
C 3.5901 3.5716 -1.8689 0.026
F 2.8755 4.5710 -2.3586 0.001
C 4.9923 3.6710 -1.7758 0.086
C 5.6588 2.5835 -1.2108 0.038
C 4.9760 1.4587 -0.7684 0.111
F 5.6710 0.4623 -0.2594 0.016
C 3.5791 1.3558 -0.8682 0.089
C 2.8723 0.1829 -0.4224 0.321
C 1.4906 0.0148 -0.6051 -0.016
N 0.3824 -0.2420 -0.7659 0.206
C 3.4577 -0.9153 0.2534 -0.039
N 3.8375 -1.8241 0.8559 0.236
F 6.9721 2.5794 -1.1045 0.004
C 5.7109 4.8520 -2.2518 0.371
C 7.0178 5.1464 -1.8262 -0.034
N 8.0833 5.4288 -1.4770 0.277
C 5.1283 5.7488 -3.1647 -0.036
N 4.6711 6.4918 -3.9229 0.268
N -1.9604 2.2447 -2.8438 0.000
C -1.7766 2.7009 -4.0938 0.000
C -1.2059 1.6806 -4.8196 0.000
C -1.0709 0.6258 -3.9153 -0.001
N -1.5277 0.9768 -2.7152 0.003
H -2.3225 2.7471 -2.0518 0.000
H -2.0617 3.7036 -4.3678 0.000
H -0.9300 1.6948 -5.8597 0.000
H -0.6746 -0.3637 -4.0757 0.000
```

HOMO energy (alpha / beta) = -0.4902 / -0.5436 Eh
Charge = +2
Multiplicity = 3

=====

Below is a molecular structure, C5H9O2S, with properties calculated with ωB97M-V/def2-TZVPD.

XYZ file:
```
17
Properties=species:S:1:pos:R:3:lowdin_charge:R:1
O 0.6637 0.5710 -3.4193 0.122
C 1.4869 0.4421 -2.5529 -0.540
O 2.5299 -0.0377 -2.2733 0.155
C 0.1809 0.4858 -0.5850 -0.096
C 0.5544 -0.9078 -0.0448 -0.190
C -0.7972 -0.7049 -0.7449 -0.161
S -1.3779 -0.5481 2.5744 0.151
C -1.2593 1.1645 3.2445 -0.724
H -0.1935 1.1820 0.1473 0.096
H 0.8422 0.9085 -1.4383 0.062
H 0.4885 -1.1930 0.9917 -0.002
H 1.2764 -1.5645 -0.5175 0.083
H -1.6274 -0.9732 -0.1380 0.026
H -0.8853 -1.0162 -1.7877 0.082
H -2.0906 1.8761 3.0604 -0.014
H -1.2795 1.1412 4.3451 -0.031
H -0.3787 1.7796 3.0153 -0.018
```

HOMO energy = -0.0952 Eh
Charge = -1
Energy above the lowest of the compared OMol25 structures with the same formula, charge and spin = 341.7 kJ/mol